# 1
Entry from the OMol25 dataset: a molecular structure, C18H33MgN3O3 in a non-equilibrium geometry (ωB97M-V with the def2-TZVPD basis set).

Last column: Mulliken charge in e.
CARTESIAN COORDINATES (ANGSTROEM)
C -0.33441 -2.34152 -3.93755  -1.42
C -1.09876 -1.34003 -4.62831  1.14
H -0.89115 -3.18182 -3.64894  0.56
H 0.65477 -2.59637 -4.24185  0.49
C -1.56195 0.02210 -4.30831  0.87
C -1.56019 0.96215 -3.17759  -0.60
H -1.63276 0.50244 -2.14358  0.20
H -0.61529 1.55920 -3.15846  0.30
C -1.58521 -1.87395 -5.97561  -1.70
H -1.22244 -2.89944 -6.03990  0.43
H -1.19441 -1.32395 -6.83576  0.38
H -2.67606 -1.91509 -6.01507  0.39
C -2.25581 0.78509 -5.44243  -1.52
H -3.25857 0.39382 -5.67965  0.36
H -1.64348 0.92956 -6.34525  0.37
H -2.38643 1.77449 -4.99771  0.43
Mg 0.31855 0.30615 2.21146  1.45
O 0.28940 -0.17320 0.35079  -0.73
C 1.14892 -0.02150 -0.59873  0.42
O 1.69943 1.68616 1.68061  -0.75
C 2.10546 1.94440 0.50048  0.44
O 2.95364 2.89856 0.27076  -0.36
N 1.73287 1.24854 -0.64647  0.52
C 3.27264 2.88650 -1.17782  -0.48
C 2.35900 1.87426 -1.81730  -0.43
H 4.32300 2.57060 -1.29838  0.29
H 3.12380 3.90461 -1.56803  0.36
H 2.89550 1.14353 -2.41569  0.48
H 1.61880 2.36286 -2.46777  0.11
C 1.44799 -1.09962 -1.66989  -0.47
C 0.33573 -2.08325 -1.63516  -0.52
H 1.35111 -0.45919 -2.73268  0.04
H -0.75577 -1.82007 -1.44405  0.24
H 0.56713 -3.14008 -1.55301  0.38
C -2.49863 0.22349 3.24726  -1.05
N -1.22998 0.96120 3.41573  0.23
C -1.44980 2.39976 3.20109  -1.04
C -0.59716 0.70989 4.74935  -0.68
C -0.11249 -0.74163 4.85922  -1.03
N 0.77517 -1.12169 3.70428  0.31
C 2.20020 -0.82943 3.98100  -1.12
C 0.60560 -2.54418 3.36953  -1.03
H -3.23052 0.54370 4.00778  0.33
H -2.34650 -0.86101 3.32900  0.35
H -2.90099 0.44464 2.24876  0.30
H -2.07953 2.81383 4.00420  0.35
H -0.48113 2.91866 3.18720  0.31
H -1.94635 2.54909 2.23295  0.34
H 0.25339 1.40299 4.85616  0.41
H -1.33254 0.91710 5.54545  0.39
H 0.44740 -0.86204 5.80263  0.41
H -0.97197 -1.42614 4.86921  0.43
H 2.55966 -1.41479 4.84407  0.40
H 2.80015 -1.09478 3.09745  0.33
H 2.34079 0.24203 4.18556  0.36
H 0.96450 -3.18390 4.19244  0.34
H -0.45959 -2.75007 3.20119  0.38
H 1.16533 -2.78267 2.45531  0.29

Cartesian forces, eV/Å:
1.243 1.518 3.425
-2.153 1.689 0.116
-0.919 -1.147 0.446
0.462 -0.129 -0.893
-0.699 -0.007 0.159
3.690 -4.990 0.937
-0.403 0.495 -1.005
-1.719 1.376 -0.769
1.034 -0.234 0.224
-0.078 0.069 -0.322
-0.172 0.115 0.042
0.044 0.301 0.092
1.014 0.733 -0.070
0.429 0.036 0.215
-0.323 -0.419 0.124
-0.477 0.246 -0.536
0.448 0.054 -0.647
1.003 -0.691 -0.398
-1.253 -2.229 -2.184
0.697 0.464 -1.967
-1.338 -1.425 1.816
-0.116 -0.084 -1.074
0.966 0.757 0.592
1.100 0.702 0.046
-0.585 -0.406 -0.205
-0.415 0.421 0.370
0.165 -0.428 0.366
0.109 -0.075 0.092
-0.033 -0.254 0.315
-2.766 5.257 0.312
-1.790 -0.072 -2.897
1.233 -1.782 2.483
1.685 -0.211 0.601
-0.087 0.017 -0.092
-0.204 0.013 0.027
0.292 -0.207 0.055
-0.055 0.324 0.116
-0.240 -0.139 -0.165
0.341 -0.027 0.028
-0.334 0.450 0.122
0.200 -0.042 0.151
-0.056 -0.329 -0.033
0.155 -0.137 -0.222
-0.038 0.335 -0.017
0.065 -0.098 0.334
0.140 0.024 -0.268
-0.297 -0.032 0.068
0.110 0.004 0.301
-0.310 -0.103 0.010
0.336 0.010 -0.117
-0.316 -0.046 -0.242
0.349 0.190 0.070
-0.065 0.203 -0.250
-0.156 0.076 0.296
-0.005 -0.287 0.011
-0.093 0.129 -0.248
0.313 -0.020 -0.015
-0.127 0.043 0.273

Max |F| = 6.28 eV Å⁻¹
E_HOMO (alpha / beta) = -12.831 / -13.404 eV
Net charge = +2
HOMO-LUMO gap (alpha / beta) = 4.185 / 5.269 eV
Electronic energy = -35238.483 eV

=====

# 2
Entry from the OMol25 dataset: 9 unconnected molecules or ions with the total composition C46H90N2O28 in a non-equilibrium geometry (ωB97M-V with the def2-TZVPD basis set).

Last column: Mulliken charge in e.
CARTESIAN COORDINATES (ANGSTROEM)
C -1.30160 7.80907 0.53962  -1.12
C -2.69118 7.35047 0.10709  -0.92
C -2.92512 5.88363 0.36052  0.50
O -3.06692 5.65002 1.74239  -0.34
C -3.69207 4.45016 2.09230  -1.65
C -2.79505 3.18481 2.21383  3.22
C -3.06810 2.60156 3.62299  -1.36
C -2.32233 1.31826 3.91935  -0.08
O -2.81421 0.20983 3.72220  -0.49
C -2.92524 2.10862 1.12578  -2.04
C -1.57042 1.95233 0.44481  3.07
C -1.33267 2.84225 -0.82588  -1.74
N -2.45380 3.05882 -1.70725  -0.45
C -1.22852 0.50826 0.09375  -2.07
O -1.88151 0.05068 -1.06674  0.10
C -1.02041 -0.29645 -2.14559  -0.37
C -1.56916 0.14435 -3.48234  -1.20
N -0.68208 2.42159 1.51797  -0.11
C -1.27649 3.45129 2.22316  -1.15
O -0.69592 4.35509 2.80793  -0.65
H -1.27730 8.89505 0.57702  0.44
H -0.55656 7.50227 -0.18908  0.25
H -1.03752 7.42147 1.51804  0.28
H -2.79751 7.53052 -0.96139  0.38
H -3.47113 7.92813 0.59882  0.36
H -2.05474 5.33708 -0.01080  -0.30
H -3.79209 5.52766 -0.20382  0.29
H -4.52754 4.22043 1.42530  0.37
H -4.12950 4.63374 3.06894  0.44
H -2.78359 3.34758 4.36337  0.59
H -4.13350 2.41687 3.74815  0.51
H -1.29703 1.42667 4.31136  0.37
H -3.07141 1.16308 1.64912  0.09
H -3.77320 2.16585 0.45109  0.74
H -0.51643 2.39833 -1.39276  0.30
H -0.95968 3.80711 -0.49219  0.47
H -2.79715 2.18814 -2.08364  0.30
H -3.22015 3.50838 -1.23137  0.17
H -1.56197 -0.11678 0.92698  0.19
H -0.14507 0.40098 0.04648  0.53
H -0.02157 0.12073 -2.02585  0.36
H -0.90360 -1.38217 -2.15922  0.38
H -2.55697 -0.26235 -3.67891  0.11
H -0.90071 -0.23474 -4.25297  0.44
H -1.57914 1.22531 -3.58485  0.35
H 0.29209 2.56191 1.29266  0.41
C -2.92214 -3.24313 1.31168  -1.16
C -2.17396 -3.53273 2.59413  0.12
O -1.82541 -4.92219 2.69194  -0.38
C -0.77181 -5.29661 1.96773  0.74
O -0.09111 -4.57751 1.28213  -0.49
O -0.59651 -6.60170 2.14145  -0.39
C 0.48476 -7.15015 1.38016  -0.66
H -3.79009 -3.89663 1.21624  0.38
H -3.25704 -2.20534 1.29638  0.30
H -2.28769 -3.41059 0.44137  0.29
H -2.80376 -3.32408 3.45628  0.39
H -1.28009 -2.91532 2.68292  0.05
H 1.40744 -6.60451 1.56167  0.28
H 0.24446 -7.12743 0.31899  0.28
H 0.60458 -8.18016 1.70141  0.28
C -7.47208 -0.95577 -6.91005  -1.04
C -6.73380 -2.23911 -6.60143  -0.22
O -5.68275 -2.01260 -5.64874  -0.38
C -6.07297 -1.91073 -4.38235  0.73
O -7.19436 -2.03289 -3.96787  -0.57
O -4.99561 -1.64631 -3.64241  -0.25
C -5.26473 -1.44960 -2.25275  -0.57
H -6.76997 -0.18132 -7.22243  0.24
H -8.19969 -1.11134 -7.70601  0.39
H -7.99964 -0.59170 -6.02893  0.29
H -6.23506 -2.61890 -7.49066  0.33
H -7.40689 -3.01430 -6.23706  0.32
H -5.82249 -2.28392 -1.83396  0.37
H -5.81701 -0.52218 -2.10503  0.29
H -4.29928 -1.37253 -1.75861  0.05
C 5.67418 -8.51605 -2.34391  -1.24
C 4.25898 -8.96116 -2.64103  0.50
O 3.29503 -8.18063 -1.91601  -0.37
C 3.02544 -6.98478 -2.43531  0.69
O 3.48166 -6.53055 -3.44957  -0.57
O 2.14162 -6.38321 -1.64058  -0.21
C 1.78414 -5.05709 -2.03992  -0.59
H 5.85586 -8.52148 -1.26839  0.29
H 6.38736 -9.18540 -2.82442  0.36
H 5.84988 -7.50464 -2.70806  0.39
H 4.10979 -9.98286 -2.30603  -0.33
H 4.04244 -8.92328 -3.70801  0.37
H 1.45735 -5.03791 -3.07706  0.35
H 2.62771 -4.38308 -1.90100  0.32
H 0.96831 -4.75504 -1.38866  0.07
C 2.87988 6.06842 1.91728  -0.93
C 2.91623 5.98064 0.40694  -0.17
O 2.56204 7.22950 -0.20825  -0.36
C 3.52989 8.13689 -0.25495  0.83
O 4.66557 7.98225 0.11302  -0.57
O 3.02679 9.24067 -0.80695  -0.36
C 3.94316 10.32938 -0.92028  -0.58
H 1.91024 6.43732 2.25225  0.20
H 3.04815 5.08550 2.35678  0.39
H 3.64317 6.74831 2.29418  0.25
H 2.16963 5.27199 0.05138  0.22
H 3.88979 5.65309 0.04310  0.35
H 4.85861 10.01990 -1.41973  0.32
H 4.17229 10.73451 0.06283  0.18
H 3.44240 11.08793 -1.51415  0.24
C -6.83447 6.03957 -8.67267  -1.09
C -5.45856 5.74410 -8.11612  -0.17
O -5.51742 5.35673 -6.73510  -0.37
C -5.87454 4.09557 -6.51403  0.76
O -6.11070 3.26469 -7.35054  -0.57
O -5.89807 3.89838 -5.19641  -0.33
C -6.30021 2.58361 -4.81219  -0.64
H -7.34293 6.78079 -8.05524  0.29
H -6.75492 6.42457 -9.68904  0.35
H -7.44894 5.14048 -8.69249  0.31
H -4.84064 6.63951 -8.13222  0.29
H -4.94946 4.97318 -8.69326  0.31
H -5.70380 1.82688 -5.31795  0.28
H -7.35647 2.43310 -5.03044  0.36
H -6.14085 2.51031 -3.74008  0.21
C 7.87773 -15.48834 -1.04765  -1.09
C 8.02354 -13.98517 -1.14270  -0.19
O 6.92985 -13.39075 -1.85877  -0.36
C 5.81079 -13.23563 -1.15802  0.79
O 5.65172 -13.50654 0.00145  -0.55
O 4.89535 -12.69134 -1.96119  -0.35
C 3.62158 -12.48716 -1.34767  -0.74
H 7.74782 -15.92101 -2.04016  0.29
H 8.76446 -15.92422 -0.58815  0.36
H 7.01060 -15.75934 -0.44690  0.31
H 8.91117 -13.72373 -1.71508  0.29
H 8.11067 -13.52752 -0.15803  0.32
H 3.71891 -11.92442 -0.42162  0.34
H 3.13246 -13.44016 -1.15386  0.35
H 3.02559 -11.91763 -2.05446  0.20
C 1.64618 -3.30974 4.12063  -1.04
C 0.61908 -3.89857 5.06516  -0.05
O 1.24562 -4.62256 6.13426  -0.37
C 1.72919 -3.87286 7.11988  0.74
O 1.65478 -2.67616 7.20748  -0.56
O 2.28987 -4.68359 8.01679  -0.36
C 2.88404 -4.00958 9.12745  -0.64
H 2.32131 -4.08784 3.76247  0.26
H 1.15484 -2.85270 3.26170  0.24
H 2.24608 -2.55083 4.62209  0.41
H 0.00264 -4.62620 4.54151  0.23
H -0.04197 -3.13173 5.46865  0.30
H 2.17541 -3.33102 9.59632  0.30
H 3.76784 -3.46033 8.80695  0.29
H 3.17238 -4.78203 9.83401  0.22
C 5.57202 8.60150 7.83244  -1.09
C 4.91802 9.90622 7.43192  -0.18
O 5.43206 10.39592 6.18500  -0.40
C 4.93160 9.81284 5.09803  0.75
O 4.08283 8.96171 5.07609  -0.57
O 5.51435 10.35721 4.03228  -0.36
C 5.09072 9.79865 2.78552  -0.59
H 6.65723 8.70856 7.84445  0.29
H 5.23782 8.30157 8.82548  0.35
H 5.32055 7.80762 7.13046  0.31
H 5.14588 10.68487 8.15719  0.29
H 3.83470 9.80898 7.37111  0.31
H 4.00545 9.82024 2.70110  0.28
H 5.45066 8.77754 2.68127  0.33
H 5.53147 10.41009 2.00485  0.25

Cartesian forces, eV/Å:
-0.296 0.216 -0.095
0.164 0.088 -0.025
0.380 -0.115 -0.265
-0.359 0.079 -0.039
0.218 -0.042 0.197
0.511 0.176 0.084
-0.099 -0.300 0.309
-0.890 -1.214 -0.382
0.846 1.483 0.358
-0.282 -0.821 0.369
0.513 0.577 -0.719
-0.320 -0.199 0.437
0.051 0.046 -0.278
-0.429 -0.385 0.992
0.288 0.498 -0.303
-0.101 -0.413 -0.350
0.124 -0.033 -0.043
-0.095 0.251 -0.090
0.388 1.011 0.430
-0.481 -1.172 -0.530
0.122 0.134 0.074
0.182 -0.160 0.004
0.047 -0.067 0.147
-0.095 -0.007 -0.153
-0.090 0.023 0.145
0.066 -0.118 -0.115
-0.282 -0.038 0.130
-0.035 -0.002 -0.240
-0.025 0.072 0.166
0.137 0.150 0.009
-0.146 -0.168 -0.143
-0.011 -0.125 0.006
-0.223 -0.067 -0.122
-0.019 0.470 -0.150
0.102 -0.091 -0.157
0.007 0.147 0.042
-0.036 -0.160 0.008
-0.078 0.152 0.069
0.106 -0.123 0.098
0.166 -0.012 -0.294
0.073 0.180 0.260
0.026 -0.153 0.093
-0.166 -0.009 0.045
0.027 -0.072 -0.137
-0.111 0.176 0.048
0.130 0.008 0.060
0.038 -0.087 -0.205
-0.203 0.409 -0.036
0.059 -0.020 0.068
-0.198 -0.062 0.121
0.106 0.102 -0.128
0.080 -0.056 0.018
0.140 -0.186 -0.124
-0.055 0.051 0.096
-0.013 0.008 0.053
0.060 0.054 0.029
0.015 -0.171 0.051
0.063 -0.084 -0.069
-0.022 0.077 -0.040
0.076 0.069 -0.018
-0.126 0.011 0.091
0.059 0.179 0.149
-0.251 -0.018 -0.295
0.088 -0.075 -0.035
0.098 0.017 -0.079
-0.147 0.002 0.073
0.106 0.008 0.077
0.138 0.061 0.259
-0.015 -0.023 -0.099
0.015 -0.034 -0.020
-0.051 -0.065 -0.001
0.136 0.021 0.061
0.020 0.041 0.137
-0.082 0.002 -0.079
-0.096 -0.046 -0.001
0.057 0.021 -0.103
-0.015 0.201 0.073
0.305 -0.188 -0.142
-0.039 -0.083 0.039
-0.120 -0.070 0.056
0.096 0.091 -0.121
-0.050 0.010 0.081
-0.171 0.171 0.064
0.012 -0.093 -0.001
-0.017 -0.037 0.002
-0.015 -0.018 -0.066
-0.090 0.015 0.102
-0.041 0.136 0.010
0.081 -0.029 -0.038
0.034 -0.013 -0.080
0.036 -0.076 0.087
-0.024 0.253 0.023
0.019 -0.380 0.202
-0.089 -0.025 -0.015
-0.110 -0.114 -0.130
0.130 0.156 0.083
-0.015 0.071 -0.013
0.041 0.130 -0.092
-0.046 -0.111 0.000
-0.019 -0.022 -0.014
0.061 -0.034 -0.034
-0.081 0.106 -0.071
0.041 0.128 -0.004
0.028 -0.049 0.063
0.065 -0.026 0.034
-0.082 -0.046 0.003
-0.129 -0.093 0.133
0.020 0.168 -0.331
0.003 0.063 0.033
0.197 0.058 0.073
-0.106 -0.110 -0.113
-0.031 -0.019 0.083
-0.040 -0.188 0.161
0.047 0.064 -0.037
0.026 0.016 -0.005
0.046 -0.033 -0.039
0.014 0.001 0.139
-0.055 -0.087 0.060
-0.026 0.016 -0.080
0.016 -0.048 -0.079
0.024 0.135 0.011
-0.204 -0.033 -0.040
0.319 -0.167 0.122
0.026 0.004 -0.076
0.092 0.192 -0.068
-0.061 -0.106 0.146
-0.091 0.035 -0.080
-0.226 0.054 0.030
0.086 0.007 -0.015
0.026 0.016 -0.005
0.024 0.036 0.055
-0.075 0.065 -0.099
-0.121 0.002 0.014
0.044 -0.063 0.045
0.058 -0.020 0.082
0.058 -0.039 -0.096
0.174 0.059 0.141
-0.104 0.165 -0.429
-0.040 -0.078 -0.019
-0.153 -0.144 0.048
0.058 0.180 -0.006
0.068 -0.041 0.045
0.085 -0.022 0.158
-0.072 -0.033 -0.076
-0.019 -0.046 -0.024
-0.058 0.035 0.020
0.034 -0.156 0.163
0.092 0.025 0.112
-0.006 0.052 -0.057
-0.041 0.072 -0.009
-0.017 -0.072 -0.068
0.081 -0.074 -0.172
-0.076 -0.087 0.346
0.054 0.045 0.030
-0.017 0.202 -0.011
-0.074 -0.177 -0.005
0.040 0.023 -0.064
-0.002 -0.053 -0.192
-0.004 0.041 0.077
-0.007 0.023 0.017
-0.069 0.010 0.011
0.067 0.076 -0.093
0.007 -0.046 -0.109
-0.010 -0.061 0.044
-0.072 -0.035 0.013
0.096 0.063 0.084

Max |F| = 1.74 eV Å⁻¹
SMILES = CCCOC[C@@]1(CC=O)C[C@](CN)(COCC)NC1=O.CCOC(=O)OC.CCOC(=O)OC.CCOC(=O)OC.CCOC(=O)OC.CCOC(=O)OC.CCOC(=O)OC.CCOC(=O)OC.CCOC(=O)OC
E_HOMO = -9.193 eV
HOMO-LUMO gap = 9.607 eV
Electronic energy = -109473.258 eV